1.
DFT (ωB97M-V/def2-TZVPD) results for a cluster of 2 separate species, C2HClN2S in total.

## Properties
2S+1 = 1
molar mass = 120.56 g/mol
HOMO-LUMO gap = 0.3395 Eh
E_LUMO = -0.10 eV
energy = -1044.61083 hartree
SMILES string = S=C=NCl.C#N

XYZ file:
```
7
C2HClN2S (ωB97M-V/def2-TZVPD)
S 3.7899 -2.0631 -0.6298
C 3.9773 -0.5592 -0.3353
N 4.2204 0.6104 -0.3234
Cl 4.0182 1.9579 0.5715
C 0.7155 -0.3050 1.2760
N 0.7517 0.0055 0.1709
H 0.5076 -0.5806 2.2963
```



2.
DFT (ωB97M-V/def2-TZVPD) results for a structure of composition C13H24F6IInO3P2.

## Properties
net charge = +2
2S+1 = 1
molar mass = 645.99 g/mol
HOMO-LUMO gap = 0.2911 Eh
E_LUMO = -7.84 eV
energy = -2504.67991 hartree

XYZ file:
```
50
C13H24F6IInO3P2 (ωB97M-V/def2-TZVPD)
C 0.0034 0.1860 -6.6888
C 0.0129 0.9833 -5.4159
H 0.0055 0.8387 -7.5744
H -0.8965 -0.4373 -6.7111
H 0.8933 -0.4511 -6.7163
O 0.0125 2.1745 -5.2815
I 0.0271 -0.2786 -3.4493
In -0.0212 0.1343 -0.1043
P 2.5243 0.1253 -0.3965
C 3.3817 1.3930 0.5736
C 3.1561 -1.4452 0.2471
H 4.2511 -1.4355 0.1552
H 4.2779 0.0407 -2.0443
H 2.7420 -2.2780 -0.3352
H 2.6735 -0.3665 -2.7581
H 3.0998 1.3273 1.6319
H 2.8602 -1.5566 1.3001
C 3.2090 0.2992 -2.0617
H 4.4619 1.2163 0.4623
H 3.0706 1.3324 -2.4021
H 3.1349 2.3924 0.1943
P -2.6014 0.1739 -0.4151
C -3.4822 1.5092 0.4529
C -3.1938 0.3168 -2.1274
H -3.0999 -2.1944 -0.4450
H -4.4444 -1.2363 0.2658
H -2.9590 -1.5736 1.2310
C -3.3519 -1.3602 0.2239
H -2.6294 -0.3767 -2.7734
H -4.2672 0.0778 -2.1617
H -4.5557 1.2662 0.4508
H -3.3172 2.4570 -0.0758
H -3.0160 1.3419 -2.4775
H -3.1274 1.6007 1.4877
C 0.0484 2.6850 1.0274
O 0.0513 3.7287 1.5043
C -1.1869 -1.6145 3.7173
C 0.0603 -0.9598 3.1561
O 0.2315 -1.0516 1.7958
C 0.0500 0.5482 3.5821
F -0.0874 0.7358 4.9169
F 1.1648 1.2433 3.2084
F -1.0550 1.1529 3.0005
C 1.2974 -1.6597 3.8836
F 1.2521 -1.5924 5.2564
F 1.3329 -2.9799 3.5639
F 2.4960 -1.1191 3.5247
H -2.0882 -1.0849 3.3802
H -1.1517 -1.5703 4.8173
H -1.2502 -2.6587 3.4038
```